Record 1
Entry from OMol25: a cluster of 3 separate species, C3H10O4 in total at a distorted geometry (ωB97M-V/def2-TZVPD).

Geometry as XYZ:
```
17
C3H10O4 ωB97M-V/def2-TZVPD
O -0.243 3.090 0.763
C -0.692 -0.438 0.396
H 0.516 2.766 0.237
H 0.949 -3.208 -0.697
C -1.380 0.557 -0.519
H 0.619 -2.056 -1.654
H -1.135 -0.386 1.405
O 1.324 0.900 0.504
H -0.960 1.541 -0.533
O 0.548 -3.023 -1.544
C 0.767 -0.203 0.522
H -1.253 0.212 -1.540
H -2.456 0.639 -0.467
H -0.738 -1.477 0.027
H 2.487 -1.136 0.862
H 0.118 3.489 1.577
O 1.526 -1.266 0.659
```

Properties
2S+1: 2
Total charge: +1
HOMO-LUMO gap (alpha / beta) (eV): 10.445 / 4.836
Expectation value of S²: 0.758
Relative energy (zero: lowest compared OMol25 entry of this formula, charge and spin) (kcal/mol): 13.6
Energy (Eh): -420.88520
HOMO energy (alpha / beta) (eV): -15.10 / -15.09

Record 2
Entry from OMol25: a structure of composition C3H10O4SSn at a distorted geometry (ωB97M-V/def2-TZVPD).

Geometry as XYZ:
```
19
C3H10O4SSn ωB97M-V/def2-TZVPD
C 40.332 -28.812 -6.902
H 40.232 -26.516 -3.901
O 41.186 -30.863 -5.424
H 38.622 -26.049 -3.471
H 38.910 -26.755 -5.098
H 38.761 -28.516 -2.761
S 39.997 -30.040 -5.531
O 36.880 -34.409 -8.858
O 38.627 -30.709 -5.699
H 39.697 -27.963 -6.648
H 41.385 -28.534 -6.865
Sn 36.489 -31.847 -7.380
H 40.010 -29.312 -7.815
C 39.186 -26.785 -4.044
H 37.812 -34.627 -8.848
O 40.006 -29.054 -4.210
C 38.908 -28.272 -3.813
H 38.001 -28.557 -4.347
H 36.441 -35.242 -9.031
```

Properties
2S+1: 2
Total charge: +1
HOMO-LUMO gap (alpha / beta) (eV): 6.139 / 8.621
Expectation value of S²: 0.753
Relative energy (zero: lowest compared OMol25 entry of this formula, charge and spin) (kcal/mol): 0.0
Energy (Eh): -1033.40855
HOMO energy (alpha / beta) (eV): -11.90 / -14.22

Record 3
Entry from OMol25: a cluster of 2 separate species, C3H10OS in total at a distorted geometry (ωB97M-V/def2-TZVPD).

Geometry as XYZ:
```
15
C3H10OS ωB97M-V/def2-TZVPD
O 1.783 1.816 0.402
H 0.735 3.048 -0.744
H -1.883 -0.594 0.714
H 2.598 1.765 -0.127
H 0.205 -1.941 -2.153
H -1.814 -2.087 1.809
C -2.006 -1.658 0.785
H 0.434 3.338 0.977
H 2.006 3.859 0.222
S -1.493 -2.681 -0.571
H 0.859 -2.798 -0.503
H 0.288 -1.144 -0.738
H -3.067 -1.879 0.733
C 1.180 3.122 0.234
C 0.176 -2.165 -1.039
```

Properties
2S+1: 2
Total charge: -1
HOMO-LUMO gap (alpha / beta) (eV): 1.927 / 8.662
Expectation value of S²: 0.750
Relative energy (zero: lowest compared OMol25 entry of this formula, charge and spin) (kcal/mol): 33.6
Energy (Eh): -593.62251
HOMO energy (alpha / beta) (eV): 1.21 / -5.59

Record 4
Entry from OMol25: a cluster of 2 separate species, C3H10OS in total at a distorted geometry (ωB97M-V/def2-TZVPD).

Geometry as XYZ:
```
15
C3H10OS ωB97M-V/def2-TZVPD
H 0.779 0.218 -0.750
C -1.344 -0.540 -0.626
H -0.227 0.928 0.551
O 0.281 -2.493 3.560
H 1.014 -0.841 -2.103
H -2.124 -0.687 0.146
S 0.037 -1.499 -2.764
C -0.994 -1.876 -1.331
C 0.000 0.000 0.000
H -1.971 -2.332 -1.580
H -0.248 -1.665 3.503
H -0.319 -3.142 3.991
H 0.395 -0.744 0.712
H -1.736 0.182 -1.367
H -0.507 -2.516 -0.570
```

Properties
SMILES: CCCS.O
Total charge: 0
HOMO-LUMO gap (eV): 9.650
Relative energy (zero: lowest compared OMol25 entry of this formula, charge and spin) (kcal/mol): 8.9
Energy (Eh): -593.70289
HOMO energy (eV): -8.97

Record 5
Entry from OMol25: a cluster of 2 separate species, C3H10OS in total at a distorted geometry (ωB97M-V/def2-TZVPD).

Geometry as XYZ:
```
15
C3H10OS ωB97M-V/def2-TZVPD
H -1.720 0.206 -1.251
H 3.299 -0.817 -0.879
H 2.637 0.725 -0.837
H -1.132 -1.379 0.260
H 1.842 -0.545 -1.840
H -3.068 2.449 2.463
H -0.443 1.056 -0.565
O -3.267 2.370 1.530
H -4.195 2.571 1.398
C -0.638 0.167 -1.152
H -0.125 0.190 -2.107
C -0.293 -1.118 -0.369
S 1.346 -0.889 0.468
C 2.333 -0.308 -0.924
H -0.064 -1.956 -1.025
```

Properties
SMILES: CCSC.O
Total charge: 0
HOMO-LUMO gap (eV): 9.032
Relative energy (zero: lowest compared OMol25 entry of this formula, charge and spin) (kcal/mol): 11.1
Energy (Eh): -593.69941
HOMO energy (eV): -8.20

Record 6
Entry from OMol25: a cluster of 2 separate species, C3H10OS2 in total at a distorted geometry (ωB97M-V/def2-TZVPD).

Geometry as XYZ:
```
16
C3H10OS2 ωB97M-V/def2-TZVPD
H -1.279 1.684 -0.970
C 0.025 0.799 -2.563
C 0.211 0.713 -0.055
H 0.197 2.554 -1.191
S -0.648 -0.369 2.664
C -0.239 1.552 -1.288
H 0.359 -0.304 3.531
H 1.079 0.777 -2.866
H 1.265 0.372 -0.013
H -0.378 1.373 -3.446
O -0.177 -3.675 2.551
H 0.736 -3.728 2.248
H -0.228 -2.710 2.741
H -0.270 -0.246 -0.294
H -0.345 -0.221 -2.554
S -0.309 1.428 1.505
```

Properties
2S+1: 2
Total charge: -1
HOMO-LUMO gap (alpha / beta) (eV): 3.901 / 7.378
Expectation value of S²: 0.754
Relative energy (zero: lowest compared OMol25 entry of this formula, charge and spin) (kcal/mol): 23.5
Energy (Eh): -991.89052
HOMO energy (alpha / beta) (eV): -0.23 / -3.73

Record 7
Entry from OMol25: a cluster of 2 separate species, C3H10OS2 in total at a distorted geometry (ωB97M-V/def2-TZVPD).

Geometry as XYZ:
```
16
C3H10OS2 ωB97M-V/def2-TZVPD
H 1.684 -1.790 -2.508
O -2.753 -0.248 2.368
C 1.810 -1.069 -1.710
S -0.396 2.310 2.023
H 1.907 -1.581 -0.743
H 2.757 -0.532 -1.798
H -3.650 0.069 2.193
H -0.247 -0.725 -1.886
H 0.321 -0.803 0.552
S -0.955 1.300 0.318
H 1.379 0.585 0.299
H -1.289 1.662 2.820
C 0.417 0.145 0.014
C 0.585 -0.151 -1.475
H 0.718 0.788 -2.020
H -2.288 0.042 1.553
```

Properties
SMILES: CCCSS.O
Total charge: 0
HOMO-LUMO gap (eV): 9.756
Relative energy (zero: lowest compared OMol25 entry of this formula, charge and spin) (kcal/mol): 4.3
Energy (Eh): -991.90476
HOMO energy (eV): -9.22

Record 8
Entry from OMol25: a cluster of 2 separate species, C3H10OS2 in total at a distorted geometry (ωB97M-V/def2-TZVPD).

Geometry as XYZ:
```
16
C3H10OS2 ωB97M-V/def2-TZVPD
H 2.484 -2.534 -0.537
H 2.952 -0.097 0.418
H -0.793 0.305 3.498
H 2.794 -2.611 1.184
H 1.690 -0.253 1.363
S -0.212 0.740 -0.090
H 1.769 0.481 -1.479
C 2.164 -2.135 0.430
C 2.008 -0.655 0.385
H -1.805 -0.548 -1.935
H -1.450 0.873 2.262
H 1.230 -2.673 0.649
S -1.622 0.773 -1.632
O -1.539 0.186 2.950
H 0.934 -0.989 -1.438
C 1.161 -0.130 -0.806
```

Properties
SMILES: CCCSS.O
Total charge: 0
HOMO-LUMO gap (eV): 9.196
Relative energy (zero: lowest compared OMol25 entry of this formula, charge and spin) (kcal/mol): 15.8
Energy (Eh): -991.88648
HOMO energy (eV): -8.76

Record 9
Entry from OMol25: a cluster of 2 separate species, C3H10OS2 in total at a distorted geometry (ωB97M-V/def2-TZVPD).

Geometry as XYZ:
```
16
C3H10OS2 ωB97M-V/def2-TZVPD
C 0.222 -0.786 2.058
H 0.021 -0.707 3.123
H 1.129 -2.790 -1.600
H -1.331 -0.702 -0.882
H -0.550 0.099 -2.384
O 1.601 -2.893 -0.765
S -0.236 0.824 1.438
H 1.289 -1.017 1.906
H -2.658 1.504 -1.966
S 0.743 0.650 -0.661
C -1.941 1.272 -1.174
C -0.880 0.169 -1.346
H 1.542 -2.010 -0.380
H -1.469 2.253 -0.970
H -2.499 1.039 -0.255
H -0.214 -1.669 1.590
```

Properties
SMILES: CCSSC.O
Total charge: 0
HOMO-LUMO gap (eV): 8.775
Relative energy (zero: lowest compared OMol25 entry of this formula, charge and spin) (kcal/mol): 21.3
Energy (Eh): -991.87773
HOMO energy (eV): -9.18

Record 10
Entry from OMol25: a cluster of 2 separate species, C3H10OS2 in total at a distorted geometry (ωB97M-V/def2-TZVPD).

Geometry as XYZ:
```
16
C3H10OS2 ωB97M-V/def2-TZVPD
H -1.783 -0.631 2.151
H 1.496 1.984 1.241
S -0.140 -0.817 -2.401
H 1.350 -2.477 -1.650
H 0.584 2.869 -0.021
H 0.377 1.459 -2.067
H -0.124 2.654 1.610
H -1.976 -0.268 3.653
H -0.018 -2.252 -0.516
C 0.491 2.174 0.830
H 1.513 0.468 -1.106
S -0.392 0.732 0.238
C 0.264 -2.301 -1.581
H -0.261 -3.153 -2.045
O -1.830 -1.031 3.049
C 0.449 0.590 -1.386
```

Properties
SMILES: CSCSC.O
Total charge: 0
HOMO-LUMO gap (eV): 9.385
Relative energy (zero: lowest compared OMol25 entry of this formula, charge and spin) (kcal/mol): 14.3
Energy (Eh): -991.88884
HOMO energy (eV): -8.74

Record 11
Entry from OMol25: a cluster of 2 separate species, C3H10OSSi in total at a distorted geometry (ωB97M-V/def2-TZVPD).

Geometry as XYZ:
```
16
C3H10OSSi ωB97M-V/def2-TZVPD
H -0.200 -1.549 2.042
S 1.684 0.143 0.018
H -0.199 0.697 -2.716
C 0.771 1.412 1.020
H -2.100 -0.892 0.762
C 0.269 -0.824 -0.579
H -1.042 -3.027 0.361
O 2.317 -0.737 1.011
H -0.608 1.679 -1.238
H -1.760 0.403 -1.833
H 0.600 -1.440 -1.405
H 1.415 1.665 1.855
Si -0.832 -1.628 0.726
C -0.758 0.787 -1.805
H 0.614 2.291 0.404
H -0.172 1.019 1.377
```

Properties
Total charge: 0
HOMO-LUMO gap (eV): 9.015
Relative energy (zero: lowest compared OMol25 entry of this formula, charge and spin) (kcal/mol): 109.8
Energy (Eh): -883.07647
HOMO energy (eV): -8.84

Record 12
Entry from OMol25: a cluster of 2 separate species, C3H10P2 in total at a distorted geometry (ωB97M-V/def2-TZVPD).

Geometry as XYZ:
```
15
C3H10P2 ωB97M-V/def2-TZVPD
C 2.169 -1.271 -0.504
H -1.378 -1.982 0.986
C 0.067 0.991 1.352
P -1.968 -1.166 -0.035
H -1.487 -1.840 -1.131
P -0.374 0.340 -0.305
H -0.896 1.267 1.887
H -1.932 1.607 -1.813
C -1.193 1.655 -1.039
H 0.292 0.088 1.998
H 2.893 -0.763 0.008
H 0.758 1.668 1.115
H 1.723 -2.055 -0.044
H -0.960 2.764 -0.848
H 2.284 -1.303 -1.628
```

Properties
Total charge: 0
HOMO-LUMO gap (alpha / beta) (eV): 7.468 / 7.675
Relative energy (zero: lowest compared OMol25 entry of this formula, charge and spin) (kcal/mol): 85.0
Energy (Eh): -802.80940
HOMO energy (alpha / beta) (eV): -7.11 / -7.78

Record 13
Entry from OMol25: the ion C3H10PS with charge +1 at a distorted geometry (ωB97M-V/def2-TZVPD).

Geometry as XYZ:
```
15
C3H10PS ωB97M-V/def2-TZVPD
S -0.932 2.252 -1.231
H -0.142 -1.702 -1.720
H -0.400 -1.065 1.878
C -0.835 -0.137 1.469
H -0.238 0.533 2.079
H -1.650 -1.789 -0.968
C -0.915 -1.085 -1.355
H 2.039 0.245 -1.018
H -1.733 2.700 -0.244
H -1.494 -0.679 -2.166
P -0.301 0.178 -0.211
H 1.998 -0.348 0.490
H 1.789 1.361 0.164
C 1.470 0.386 -0.084
H -1.818 -0.272 1.820
```

Properties
Total charge: +1
HOMO-LUMO gap (eV): 9.508
Relative energy (zero: lowest compared OMol25 entry of this formula, charge and spin) (kcal/mol): 12.2
Energy (Eh): -859.56889
HOMO energy (eV): -14.26

Record 14
Entry from OMol25: a cluster of 2 separate species, C3H10S in total at a distorted geometry (ωB97M-V/def2-TZVPD).

Geometry as XYZ:
```
14
C3H10S ωB97M-V/def2-TZVPD
H -0.571 -1.220 0.457
H -2.191 -0.512 0.891
H 2.592 2.498 1.103
C -1.992 -1.536 -0.851
S -3.104 -0.698 -1.950
H -1.202 -2.080 -1.355
H -0.707 0.316 -0.491
H -2.487 -2.324 -0.290
C 3.569 2.073 1.012
H 4.386 2.776 0.636
H 3.525 1.080 0.503
H 3.788 1.805 2.118
C -1.394 -0.592 0.076
H -4.211 -1.587 -1.858
```

Properties
2S+1: 2
Total charge: -1
HOMO-LUMO gap (alpha / beta) (eV): 1.829 / 7.493
Expectation value of S²: 0.751
Relative energy (zero: lowest compared OMol25 entry of this formula, charge and spin) (kcal/mol): 30.5
Energy (Eh): -518.37409
HOMO energy (alpha / beta) (eV): 1.13 / -4.62

Record 15
Entry from OMol25: a cluster of 2 separate species, C3H10S in total at a distorted geometry (ωB97M-V/def2-TZVPD).

Geometry as XYZ:
```
14
C3H10S ωB97M-V/def2-TZVPD
H -4.352 -0.715 -5.210
H 2.859 -0.411 3.504
H 1.633 -1.495 0.486
H 0.952 0.973 4.033
C 1.568 1.393 3.190
H -3.556 -0.659 -3.684
C 2.477 0.327 2.794
H -2.993 -1.961 -4.926
S 1.314 -0.782 1.582
C -3.380 -0.922 -4.744
H 2.056 2.257 3.645
H 3.244 0.430 2.027
H 0.869 1.723 2.431
H -2.691 -0.156 -5.129
```

Properties
SMILES: CCS.C
Total charge: 0
HOMO-LUMO gap (eV): 9.543
Relative energy (zero: lowest compared OMol25 entry of this formula, charge and spin) (kcal/mol): 35.5
Energy (Eh): -518.41525
HOMO energy (eV): -8.85

Record 16
Entry from OMol25: a cluster of 2 separate species, C3H10S2 in total (ωB97M-V/def2-TZVPD).

Geometry as XYZ:
```
15
C3H10S2 ωB97M-V/def2-TZVPD
H 1.780 0.308 -1.761
S 0.423 -1.653 -2.052
H 0.735 2.101 1.775
H -1.276 -1.823 -0.301
C -1.036 -1.132 -1.115
H -0.885 -0.127 -0.744
H -2.010 0.383 2.639
H 0.113 0.815 0.794
H 1.549 -0.604 -0.204
H -0.859 2.286 0.975
H -1.899 -1.183 -1.783
C 1.716 -0.656 -1.273
C -0.183 1.601 1.481
H 2.656 -1.196 -1.433
S -0.823 0.882 3.003
```

Properties
SMILES: CSC.CS
Total charge: 0
HOMO-LUMO gap (eV): 9.369
Relative energy (zero: lowest compared OMol25 entry of this formula, charge and spin) (kcal/mol): 12.9
Energy (Eh): -916.64337
HOMO energy (eV): -8.54

Record 17
Entry from OMol25: a cluster of 2 separate species, C3H10S3 in total at a distorted geometry (ωB97M-V/def2-TZVPD).

Geometry as XYZ:
```
16
C3H10S3 ωB97M-V/def2-TZVPD
H 0.565 1.781 -0.601
H -2.140 0.785 -0.376
H -2.881 -0.446 0.596
H -0.256 -3.365 -0.308
H -1.184 0.108 0.975
S 2.672 0.789 0.054
H -1.252 -2.678 1.053
H 1.748 2.273 -1.764
H 0.317 -2.007 0.797
H 1.195 0.600 -1.740
C -1.924 -0.109 0.209
C 1.468 1.448 -1.098
C -0.511 -2.490 0.280
H 1.737 2.945 1.179
S 1.687 1.707 1.697
S -1.240 -1.341 -0.953
```

Properties
2S+1: 2
Total charge: +1
HOMO-LUMO gap (alpha / beta) (eV): 6.001 / 2.863
Expectation value of S²: 0.755
Relative energy (zero: lowest compared OMol25 entry of this formula, charge and spin) (kcal/mol): 15.4
Energy (Eh): -1314.50633
HOMO energy (alpha / beta) (eV): -11.72 / -11.69

Record 18
Entry from OMol25: a cluster of 2 separate species, C3H10S3 in total at a distorted geometry (ωB97M-V/def2-TZVPD).

Geometry as XYZ:
```
16
C3H10S3 ωB97M-V/def2-TZVPD
C -5.867 -0.527 -2.792
H -5.694 -0.887 -3.797
H -6.442 -1.141 -2.102
S -4.173 -0.205 -2.122
S 2.225 0.023 2.159
H -6.258 0.487 -2.855
C 3.937 0.510 2.555
H -3.884 -2.811 -2.044
H 4.005 2.461 1.672
C 4.515 1.506 1.563
H 4.670 -0.200 2.936
H 4.377 1.209 0.523
H 3.725 1.040 3.485
H 2.489 -1.263 1.892
S -3.216 -1.863 -2.737
H 5.592 1.661 1.665
```

Properties
2S+1: 2
Total charge: +1
HOMO-LUMO gap (alpha / beta) (eV): 5.812 / 1.785
Expectation value of S²: 0.755
Relative energy (zero: lowest compared OMol25 entry of this formula, charge and spin) (kcal/mol): 17.2
Energy (Eh): -1314.50343
HOMO energy (alpha / beta) (eV): -10.71 / -10.71

Record 19
Entry from OMol25: the molecule C3H10Si2 at a distorted geometry (ωB97M-V/def2-TZVPD).

Geometry as XYZ:
```
15
C3H10Si2 ωB97M-V/def2-TZVPD
H -1.502 -1.671 -0.617
H -2.047 0.475 -1.485
H -0.375 1.270 1.530
H 3.412 -1.117 -0.522
C -1.704 0.531 -0.532
H 2.887 -0.645 1.509
C -1.833 -0.842 0.090
H 1.448 1.095 -1.493
H -2.860 -1.232 0.435
H 0.926 -1.332 0.629
Si 2.228 -0.759 0.269
C 1.352 0.791 -0.458
H -0.498 2.866 -0.384
H -1.189 -0.922 0.946
Si -0.245 1.489 0.085
```

Properties
Total charge: 0
HOMO-LUMO gap (alpha / beta) (eV): 8.561 / 7.512
Relative energy (zero: lowest compared OMol25 entry of this formula, charge and spin) (kcal/mol): 76.6
Energy (Eh): -699.09652
HOMO energy (alpha / beta) (eV): -8.82 / -8.37

Record 20
Entry from OMol25: the molecule C3H11BN2O2 at a distorted geometry (ωB97M-V/def2-TZVPD).

Geometry as XYZ:
```
19
C3H11BN2O2 ωB97M-V/def2-TZVPD
H -3.017 0.806 -1.148
H 0.806 -0.266 -1.170
H 2.053 -1.048 2.746
H -0.234 0.437 1.238
H -1.538 1.520 -1.891
B 1.859 0.264 1.216
H -1.571 -2.007 -0.516
C 0.272 -0.792 -0.361
H -2.820 0.792 -2.922
H 2.275 2.096 0.746
H 2.557 0.437 3.117
N 2.601 -0.273 2.388
N 0.480 -0.235 0.985
H -1.786 -0.353 0.089
H 0.682 -1.821 -0.342
C -2.284 0.709 -1.964
O -1.608 -0.536 -1.967
O 2.526 1.235 0.423
C -1.255 -0.963 -0.668
```

Properties
SMILES: COCCNB(N)O
Total charge: 0
HOMO-LUMO gap (eV): 9.438
Energy (Eh): -405.79014
HOMO energy (eV): -9.11